ORCA calculation (ωB97M-V/def2-TZVPD) on C33H23AsN4O8STi as an isolated structure at a distorted geometry.

CARTESIAN COORDINATES (ANGSTROEM)
Ti (-0.4510, -0.1720, 0.0994)
O (-2.8420, -1.7902, 2.5287)
C (-1.8253, -1.2797, 2.1460)
N (-0.8566, -1.7871, 1.2513)
C (-1.0184, -3.1253, 0.8268)
O (-1.9706, -3.8246, 1.0605)
C (0.1556, -3.7220, 0.0744)
C (-0.0403, -4.9224, -0.5964)
C (1.0346, -5.4738, -1.2680)
C (2.2582, -4.8182, -1.2379)
C (2.3503, -3.6316, -0.5312)
N (1.3207, -3.0932, 0.1152)
C (-1.4046, 0.0716, 2.7082)
C (-2.1932, 0.6626, 3.6704)
C (-1.7674, 1.8714, 4.1916)
C (-0.5874, 2.4330, 3.7245)
C (0.1147, 1.7856, 2.7300)
N (-0.2792, 0.6135, 2.2256)
H (-1.0166, -5.3844, -0.5805)
H (0.9222, -6.4042, -1.8097)
H (3.1261, -5.2181, -1.7452)
H (3.2885, -3.0861, -0.4838)
H (-3.1117, 0.1733, 3.9586)
H (-2.3519, 2.3782, 4.9485)
H (-0.2284, 3.3839, 4.0928)
H (1.0192, 2.2107, 2.3113)
C (0.1807, -1.4227, -4.0470)
C (1.4984, -1.0355, -4.2478)
C (2.2362, -0.5188, -3.1888)
C (1.6450, -0.4032, -1.9400)
C (0.3271, -0.8057, -1.7201)
C (-0.4083, -1.2927, -2.7923)
C (2.3931, 0.0499, -0.7523)
C (3.6338, 0.7307, -0.8217)
C (4.2758, 1.0671, 0.3227)
C (3.7682, 0.6134, 1.5653)
C (4.4530, 0.8099, 2.7898)
C (3.9859, 0.2409, 3.9387)
C (2.8275, -0.5727, 3.8988)
C (2.1313, -0.7422, 2.7377)
C (2.5672, -0.1088, 1.5538)
N (1.8327, -0.2762, 0.3998)
H (-0.3993, -1.8143, -4.8742)
H (1.9526, -1.1332, -5.2255)
H (3.2710, -0.2387, -3.3431)
H (-1.4439, -1.5770, -2.6554)
H (4.0345, 1.0058, -1.7866)
H (5.1965, 1.6390, 0.2966)
H (5.3653, 1.3952, 2.7886)
H (4.5121, 0.3853, 4.8734)
H (2.4940, -1.0725, 4.7996)
H (1.2568, -1.3758, 2.6817)
O (-4.3345, -0.1783, -2.0579)
As (-3.6171, 0.6478, -0.6952)
O (-4.6129, 0.5311, 0.5813)
O (-2.1024, -0.2500, -0.6171)
C (-3.3452, 2.3175, -1.6242)
C (-4.3626, 2.7352, -2.4632)
C (-4.2493, 3.9545, -3.1235)
C (-3.1282, 4.7492, -2.9611)
C (-2.1040, 4.3531, -2.1096)
C (-2.2200, 3.1435, -1.4521)
S (-1.1203, 2.7518, -0.1372)
O (-0.4121, 3.9166, 0.2896)
O (-2.0391, 2.1269, 0.8137)
O (-0.1801, 1.6630, -0.6302)
H (-4.8168, -0.9361, -1.6982)
H (-5.2339, 2.1113, -2.6022)
H (-5.0545, 4.2872, -3.7658)
H (-3.0579, 5.6964, -3.4794)
H (-1.2417, 4.9813, -1.9307)

E: -5575.8821 Eh
HOMO energy: -8.79 eV


ORCA calculation (ωB97M-V/def2-TZVPD) on C33H23ClCrIN6OS as an isolated structure.

CARTESIAN COORDINATES (ANGSTROEM)
Cr (0.0934, -0.0435, -0.4411)
Cl (-4.7027, 2.9967, -4.9484)
C (-3.7233, 2.4090, -3.6372)
C (-3.8942, 2.9397, -2.3638)
C (-3.1008, 2.4688, -1.3294)
C (-2.1428, 1.4819, -1.5372)
O (-1.3966, 1.0988, -0.4946)
C (-1.9823, 0.9221, -2.8333)
C (-1.0862, -0.1391, -3.1454)
N (-0.2269, -0.7193, -2.2649)
C (0.4318, -1.8825, -2.5586)
C (0.2883, -2.6677, -3.7011)
C (1.0651, -3.8239, -3.8702)
C (1.9894, -4.2336, -2.9449)
C (2.1647, -3.4686, -1.7675)
C (3.1145, -3.7636, -0.7718)
C (3.2441, -2.9517, 0.3267)
C (2.4113, -1.8388, 0.4488)
N (1.5071, -1.5307, -0.4685)
C (1.3723, -2.3171, -1.5729)
C (-2.7938, 1.4234, -3.8727)
H (-4.6330, 3.7087, -2.1911)
H (-3.2132, 2.8656, -0.3291)
H (-1.0894, -0.5007, -4.1658)
H (-0.4146, -2.3962, -4.4735)
H (0.9272, -4.4070, -4.7714)
H (2.5860, -5.1217, -3.0996)
H (3.7493, -4.6330, -0.8904)
H (3.9745, -3.1564, 1.0954)
H (2.4897, -1.1781, 1.3017)
H (-2.6850, 1.0175, -4.8698)
N (-0.3661, -0.4275, 3.7571)
C (0.2348, 0.6042, 4.5233)
C (-0.0993, 0.7533, 5.8556)
C (0.4755, 1.7758, 6.6005)
C (1.3615, 2.6558, 6.0027)
C (1.6788, 2.5130, 4.6568)
C (1.1290, 1.4761, 3.9233)
S (1.6333, 1.2532, 2.2443)
N (0.3745, 0.2624, 1.6371)
C (-0.3721, -0.4574, 2.4072)
C (-1.3155, -1.4020, 1.7312)
C (-2.2375, -2.1840, 2.4008)
C (-3.0673, -3.0194, 1.6621)
C (-2.9520, -3.0347, 0.2872)
C (-2.0079, -2.2157, -0.3169)
N (-1.2041, -1.4282, 0.3913)
H (-1.0100, -1.0206, 4.2486)
H (-0.8060, 0.0732, 6.3151)
H (0.2197, 1.8837, 7.6449)
H (1.8065, 3.4567, 6.5754)
H (2.3659, 3.2022, 4.1829)
H (-2.3410, -2.1611, 3.4755)
H (-3.7968, -3.6389, 2.1644)
H (-3.5823, -3.6609, -0.3264)
H (-1.8909, -2.1755, -1.3900)
I (3.2335, 0.3532, -2.8970)
C (2.3520, 1.9070, -1.8267)
C (2.8994, 3.1619, -2.0662)
C (2.3565, 4.2682, -1.4444)
C (1.2750, 4.0868, -0.6011)
C (0.7923, 2.8113, -0.4142)
N (1.3127, 1.7129, -1.0024)
H (3.7332, 3.2548, -2.7452)
H (2.7648, 5.2527, -1.6290)
H (0.7959, 4.9133, -0.0978)
H (-0.0702, 2.6350, 0.2118)

E: -3875.5844 Eh
Charge: +1
Energy above the lowest of the compared OMol25 structures with the same formula, charge and spin: 16.7 kcal/mol
Spin multiplicity: 5
HOMO energy (alpha / beta): -7.62 / -9.77 eV


ORCA calculation (ωB97M-V/def2-TZVPD) on C33H23F12I2N3O3Sn as an isolated structure at a distorted geometry.

CARTESIAN COORDINATES (ANGSTROEM)
Sn (0.7882, -0.8445, -0.8499)
I (5.9743, -0.7449, 5.8494)
C (4.3962, -0.6016, 4.4541)
C (3.1042, -0.3514, 4.8902)
C (2.0913, -0.3286, 3.9543)
I (0.1516, 0.1088, 4.6062)
C (2.2501, -0.6029, 2.5434)
O (1.2637, -0.7796, 1.7603)
C (3.6431, -0.7025, 2.1596)
C (4.0195, -0.7192, 0.7098)
N (3.7891, 0.5893, 0.0696)
C (4.3047, 1.7769, 0.7391)
C (3.3251, 2.9392, 0.7676)
C (3.7400, 4.2476, 0.5355)
C (2.8175, 5.2761, 0.6456)
C (1.5086, 4.9774, 0.9842)
C (1.1768, 3.6405, 1.1647)
N (2.0606, 2.6549, 1.0673)
C (4.6574, -0.7448, 3.1022)
H (2.8857, -0.1851, 5.9357)
H (3.4085, -1.4673, 0.1912)
H (5.0751, -1.0155, 0.6187)
H (4.0852, 0.5658, -0.8938)
H (5.2469, 2.1265, 0.2963)
H (4.5116, 1.5224, 1.7799)
H (4.7677, 4.4544, 0.2574)
H (3.1150, 6.3024, 0.4607)
H (0.7619, 5.7536, 1.0962)
H (0.1566, 3.3358, 1.3878)
H (5.6808, -0.8569, 2.7610)
C (-4.2682, 3.4670, -3.5874)
C (-3.5832, 2.2758, -2.9637)
C (-4.2038, 1.4712, -2.0183)
C (-3.5250, 0.4350, -1.4112)
C (-2.1562, 0.1546, -1.6582)
N (-1.4623, -0.7431, -0.8987)
C (-2.0021, -1.2984, 0.2660)
C (-2.7592, -0.5319, 1.1680)
C (-3.2805, -1.0520, 2.3323)
C (-3.0600, -2.3789, 2.6687)
C (-3.5758, -2.9675, 3.9572)
C (-2.2790, -3.1364, 1.8103)
C (-1.7309, -2.6374, 0.6294)
C (-0.8053, -3.5216, -0.2336)
O (0.3429, -2.9445, -0.7006)
C (-1.6420, -4.0610, -1.4399)
F (-2.0512, -3.0822, -2.2465)
F (-0.9503, -4.9368, -2.1968)
F (-2.7641, -4.7187, -1.0255)
C (-0.2842, -4.7753, 0.5650)
F (0.6571, -5.4382, -0.1304)
F (-1.2256, -5.7134, 0.8780)
F (0.2862, -4.4009, 1.7225)
C (-1.6001, 0.8306, -2.7941)
C (-2.3162, 1.8783, -3.3720)
C (-0.3535, 0.3272, -3.5664)
O (0.3426, -0.7123, -3.0686)
C (0.6969, 1.4901, -3.7902)
F (0.2686, 2.6708, -4.3197)
F (1.6978, 1.0755, -4.5990)
F (1.2549, 1.8145, -2.6037)
C (-0.8571, -0.1278, -5.0009)
F (-1.0367, 0.9020, -5.8873)
F (0.0057, -0.9661, -5.5925)
F (-2.0362, -0.7718, -4.9327)
H (-5.2777, 3.5838, -3.1868)
H (-4.3426, 3.3637, -4.6745)
H (-3.7187, 4.3916, -3.3879)
H (-5.2405, 1.6617, -1.7491)
H (-4.0576, -0.1924, -0.7116)
H (-2.9110, 0.5145, 0.9382)
H (-3.8353, -0.4083, 3.0101)
H (-4.2675, -2.2797, 4.4479)
H (-2.7517, -3.1614, 4.6495)
H (-4.0934, -3.9146, 3.7822)
H (-2.1162, -4.1662, 2.0920)
H (-1.8885, 2.4042, -4.2137)

E: -3669.5863 Eh
Charge: -2
HOMO energy: -1.85 eV


ORCA calculation (ωB97M-V/def2-TZVPD) on C33H24AsN2O11Zn as an isolated structure at a distorted geometry.

CARTESIAN COORDINATES (ANGSTROEM)
Zn (0.1306, 2.3777, -1.6358)
O (-1.9483, 3.4939, -4.7299)
C (-1.3361, 2.7805, -3.9513)
O (-1.3265, 2.9280, -2.6670)
C (-0.6160, 1.5287, -4.5300)
C (-1.0181, 0.3006, -3.6943)
C (-0.6186, -0.9858, -4.4423)
C (0.8998, -1.0515, -4.1524)
C (1.1110, 0.2762, -3.4187)
O (-0.0791, 0.3503, -2.6106)
C (0.9459, 1.4465, -4.4170)
C (1.6822, 2.7195, -3.9182)
O (2.3857, 3.3254, -4.7126)
O (1.5545, 3.0024, -2.6679)
H (-0.9392, 1.4530, -5.5659)
H (-2.0370, 0.3182, -3.3133)
H (-0.8395, -0.9051, -5.5058)
H (-1.1411, -1.8522, -4.0408)
H (1.5088, -1.1323, -5.0512)
H (1.1419, -1.8803, -3.4850)
H (1.9929, 0.3329, -2.7858)
H (1.3863, 1.2161, -5.3856)
C (0.2500, -5.5420, 2.2184)
C (0.2906, -5.3579, 0.8428)
C (0.1003, -4.0927, 0.3127)
C (-0.1595, -2.9996, 1.1374)
C (-0.2038, -3.1971, 2.5120)
C (0.0025, -4.4608, 3.0493)
As (-0.2546, -1.2333, 0.2437)
C (-1.1220, -0.2062, 1.6508)
C (-0.5418, 0.3446, 2.7828)
C (-1.2747, 1.1766, 3.6173)
C (-2.5995, 1.4614, 3.3180)
C (-3.2043, 0.8839, 2.2133)
C (-2.4772, 0.0401, 1.3807)
C (-3.0092, -0.6887, 0.2212)
C (-4.3348, -0.7035, -0.2005)
C (-4.7109, -1.4949, -1.2740)
C (-3.7733, -2.2835, -1.9279)
C (-2.4485, -2.2645, -1.5168)
C (-2.0619, -1.4708, -0.4504)
H (0.4218, -6.5243, 2.6398)
H (0.4815, -6.1989, 0.1878)
H (0.1568, -3.9389, -0.7608)
H (-0.4046, -2.3585, 3.1683)
H (-0.0272, -4.6001, 4.1230)
H (0.4869, 0.1112, 3.0240)
H (-0.8117, 1.6113, 4.4944)
H (-3.1629, 2.1334, 3.9524)
H (-4.2431, 1.0991, 1.9966)
H (-5.0789, -0.1013, 0.3057)
H (-5.7427, -1.5034, -1.6013)
H (-4.0760, -2.9089, -2.7583)
H (-1.7106, -2.8788, -2.0192)
O (0.4623, 3.2208, 0.2450)
C (1.1666, 2.2126, 0.4778)
O (1.1816, 1.2085, -0.2834)
C (2.0559, 2.1771, 1.6892)
C (2.7578, 1.0111, 1.9655)
C (3.6025, 0.9699, 3.0622)
C (3.7768, 2.0726, 3.8801)
C (3.0687, 3.2226, 3.5824)
C (2.2030, 3.2903, 2.4999)
N (3.2466, 4.3949, 4.4396)
O (2.6262, 5.4001, 4.1596)
O (4.0064, 4.2918, 5.3858)
N (4.3222, -0.2644, 3.3741)
O (5.1168, -0.2376, 4.2961)
O (4.0787, -1.2437, 2.6990)
H (2.6353, 0.1529, 1.3194)
H (4.4431, 2.0315, 4.7272)
H (1.6526, 4.1936, 2.2789)

E: -6224.2405 Eh
Charge: -1
Energy above the lowest of the compared OMol25 structures with the same formula, charge and spin: 4.3 kcal/mol
HOMO energy: -6.09 eV


ORCA calculation (ωB97M-V/def2-TZVPD) on C33H24Cl5IN3Ru as an isolated structure.

CARTESIAN COORDINATES (ANGSTROEM)
Ru (0.2541, 0.2466, -0.2491)
I (1.8344, -1.6936, 1.0554)
C (1.5220, -0.7417, 2.8839)
C (2.3007, -1.0875, 3.9479)
C (2.0602, -0.4874, 5.2019)
C (1.0341, 0.3996, 5.3381)
C (0.2179, 0.7577, 4.2355)
C (-0.8530, 1.6674, 4.4035)
C (-1.6164, 2.0122, 3.3298)
C (-1.3158, 1.5063, 2.0462)
C (-0.2808, 0.6296, 1.7931)
C (0.4734, 0.2141, 2.9449)
H (3.0922, -1.8168, 3.8381)
H (2.6818, -0.7493, 6.0481)
H (0.8215, 0.8499, 6.3008)
H (-1.0473, 2.0756, 5.3882)
H (-2.4468, 2.6979, 3.4512)
H (-1.9276, 1.8570, 1.2225)
C (5.0301, 1.5918, 2.3476)
C (3.9441, 2.2986, 2.8490)
C (2.7813, 2.4023, 2.1037)
C (2.7157, 1.7757, 0.8672)
C (3.7833, 1.0545, 0.3622)
C (4.9520, 0.9802, 1.1042)
N (1.4961, 1.8272, 0.1178)
N (1.0868, 2.9959, -0.1011)
C (-0.0935, 2.9372, -0.8479)
C (-0.6458, 4.0345, -1.4012)
C (-1.7506, 3.8878, -2.3278)
C (-2.1207, 2.6819, -2.7790)
C (-1.4804, 1.4145, -2.2894)
C (-0.6086, 1.6092, -1.0909)
H (5.9398, 1.5151, 2.9288)
H (4.0011, 2.7658, 3.8233)
H (1.9144, 2.9354, 2.4729)
H (3.6888, 0.5638, -0.5989)
H (5.7989, 0.4301, 0.7157)
H (-0.2449, 5.0148, -1.1740)
H (-2.2515, 4.7776, -2.6845)
H (-2.9327, 2.6068, -3.4849)
H (-2.2682, 0.6891, -2.0544)
Cl (2.1391, -2.3132, -2.1611)
C (0.9185, -1.3480, -2.9661)
C (0.3997, -0.2415, -2.3510)
C (-0.4957, 0.6204, -3.2285)
Cl (0.6836, 1.9093, -3.9631)
C (-1.1063, -0.0533, -4.3969)
Cl (-2.3781, 0.7372, -5.2477)
C (-0.5841, -1.2111, -4.8896)
Cl (-1.2182, -1.9156, -6.3292)
C (0.4982, -1.8409, -4.2235)
Cl (1.1996, -3.2393, -4.9239)
C (-3.9577, -2.9163, -1.5729)
C (-2.5582, -3.3268, -1.0994)
C (-1.7773, -3.9950, -2.2414)
C (-2.6383, -4.2486, 0.1221)
C (-1.8142, -2.1155, -0.7217)
N (-1.1760, -1.2077, -0.4423)
H (-4.5070, -3.8104, -1.8700)
H (-3.8985, -2.2483, -2.4329)
H (-4.5125, -2.4176, -0.7779)
H (-2.3008, -4.9023, -2.5455)
H (-0.7682, -4.2599, -1.9247)
H (-1.7008, -3.3327, -3.1051)
H (-3.1694, -5.1590, -0.1584)
H (-3.1753, -3.7707, 0.9412)
H (-1.6423, -4.5206, 0.4714)

E: -4129.6219 Eh
Energy above the lowest of the compared OMol25 structures with the same formula, charge and spin: 27.9 kcal/mol
Spin multiplicity: 2
HOMO energy (alpha / beta): -7.04 / -7.62 eV


ORCA calculation (ωB97M-V/def2-TZVPD) on C33H24F3FeN5O6S3 as an isolated structure at a distorted geometry.

CARTESIAN COORDINATES (ANGSTROEM)
Fe (0.2027, -0.0263, -0.2135)
C (-0.9627, -1.1055, 3.7520)
C (-1.0173, -0.7912, 2.2752)
N (-0.0601, -0.0618, 1.7243)
N (0.8838, 0.3256, 2.6312)
C (1.7461, 1.2667, 2.5690)
S (2.0209, 2.6014, 1.4636)
S (2.9084, 1.2710, 3.9079)
C (2.2815, 2.7736, 4.8184)
C (1.1700, 2.3567, 5.7157)
C (-0.1472, 2.3643, 5.2579)
C (-1.1653, 1.8098, 6.0172)
C (-0.8895, 1.2445, 7.2536)
C (0.4129, 1.2660, 7.7369)
C (1.4287, 1.8205, 6.9781)
C (-2.1425, -1.2826, 1.5282)
C (-3.0614, -2.1608, 2.1401)
C (-4.2183, -2.5711, 1.5189)
C (-4.5220, -2.0998, 0.2370)
C (-3.6526, -1.2514, -0.4046)
C (-2.4346, -0.8445, 0.1920)
O (-1.6621, -0.0637, -0.4600)
H (-0.1649, -0.5403, 4.2183)
H (-1.9085, -0.8624, 4.2376)
H (-0.7656, -2.1709, 3.9017)
H (3.1488, 3.1592, 5.3512)
H (1.9778, 3.4615, 4.0314)
H (-0.3677, 2.7861, 4.2839)
H (-2.1787, 1.8066, 5.6345)
H (-1.6795, 0.7793, 7.8300)
H (0.6364, 0.8339, 8.7053)
H (2.4482, 1.8141, 7.3476)
H (-2.8579, -2.5333, 3.1359)
H (-4.8955, -3.2468, 2.0285)
H (-5.4390, -2.4059, -0.2534)
H (-3.8635, -0.8777, -1.3985)
O (-0.3654, 1.1493, -6.8234)
C (-0.3091, 0.0168, -6.3043)
O (-0.4226, -1.1121, -6.8251)
C (-0.0706, 0.0101, -4.7647)
C (-0.0079, -1.1910, -4.0810)
C (0.1618, -1.1881, -2.7002)
N (0.3051, -0.0244, -2.0534)
C (0.2155, 1.1480, -2.6812)
C (0.0364, 1.2047, -4.0548)
C (0.2392, 2.2609, -1.7150)
C (0.2671, 3.5986, -2.0589)
C (0.1120, 4.5565, -1.0325)
C (-0.0014, 4.1642, 0.2625)
C (0.1992, 2.7528, 0.6057)
N (0.1379, 1.8296, -0.4431)
C (0.1831, -2.3146, -1.7877)
C (0.1304, -3.6541, -2.1728)
C (0.1956, -4.6473, -1.2260)
C (0.3749, -4.2878, 0.1089)
C (0.4278, -2.9480, 0.4203)
N (0.2814, -1.9709, -0.4713)
H (-0.1170, -2.1089, -4.6434)
H (-0.0390, 2.1378, -4.5934)
H (0.3480, 3.8932, -3.0957)
H (0.0289, 5.6065, -1.2920)
H (-0.1351, 4.8702, 1.0729)
H (-0.3845, 2.4108, 1.4617)
H (0.0508, -3.8857, -3.2268)
H (0.1398, -5.6907, -1.5091)
H (0.4924, -5.0384, 0.8777)
H (0.6048, -2.6277, 1.4395)
F (4.8001, 1.3139, -0.0713)
C (4.7239, -0.0113, 0.1087)
F (4.7191, -0.2513, 1.4317)
F (5.8602, -0.5482, -0.3862)
S (3.2177, -0.7226, -0.7327)
O (3.3724, -2.1366, -0.5125)
O (3.3375, -0.2565, -2.0830)
O (2.1881, -0.0618, 0.0872)

E: -4755.1901 Eh
Charge: -2
Energy above the lowest of the compared OMol25 structures with the same formula, charge and spin: 61.7 kcal/mol
HOMO energy: -1.56 eV